DFT (wB97M-V/def2-TZVPD) results for a structure of composition CF5LiNdO3P at a distorted geometry.

Element x y z (Å)
P1 1.3160 0.8324 0.0213
F1 2.1100 0.8734 1.3740
F2 -2.0058 2.0603 -1.2154
F3 2.6542 0.6305 -0.8208
F4 1.1593 2.2840 -0.5556
F5 -0.0670 1.1579 0.9600
O1 0.8446 -0.6448 -0.3614
O2 -0.0476 -2.6640 -0.2953
C1 -0.2409 -1.4729 -0.1215
O3 -1.3445 -0.9757 0.2317
Li1 -1.9242 -3.1161 0.1673
Nd1 -2.4542 1.0349 0.6158

Computed properties:
net charge: +2
energy: -45527.524 eV
spin multiplicity: 4